# 1
33
Properties=species:S:1:pos:R:3:forces:R:3:lowdin_charge:R:1 method="wB97M-V/def2-TZVPD" e_above_lowest_kj_mol=0.0 multiplicity=6 homo_energy_ev="-15.542 / -15.454" fmax_ev_per_a=6.394 charge=+2 s_squared=9.394 homo_lumo_gap_ev="6.128 / 6.051"
Dy 0.746033 -1.691611 -1.349843 -2.61 1.30 0.52 1.582
O 3.679848 -0.405614 -2.885636 -4.33 -1.27 1.46 0.227
O -0.491657 -0.234968 -0.447628 0.62 0.14 -0.47 -0.245
O 2.395223 -1.176535 0.285627 0.60 -2.66 -1.99 -0.117
O 2.824587 -4.079112 -2.993634 -2.31 2.11 1.34 0.238
O 0.024701 -3.639088 -4.662649 0.33 3.44 4.95 0.177
O 1.550008 -4.409247 0.608700 -0.01 1.38 -1.18 0.138
N -2.043437 0.638860 0.943144 0.84 -0.80 -1.15 -0.056
N -0.057956 1.804610 0.517025 -0.17 -1.25 -1.22 -0.063
C 1.766182 -3.400306 -0.022019 0.51 -1.25 1.75 -0.365
C 2.805747 -2.376947 0.015646 -0.02 0.46 2.95 -0.230
C -1.811135 2.953242 1.682658 -0.46 1.22 -0.03 -0.136
C 2.082886 -3.324256 -2.544874 3.99 -3.28 -1.71 -0.184
C 0.086809 -2.975362 -3.702114 -1.37 -3.16 -5.38 0.031
C -2.888781 -0.559392 0.765894 0.05 0.15 0.10 0.021
C -0.868038 0.748081 0.317168 -0.50 0.19 0.98 -0.373
C 2.635300 -0.725940 -2.516865 5.35 2.21 -2.21 -0.001
C -0.334072 2.758058 1.559563 0.35 0.13 0.99 -0.131
C 1.245921 1.837602 -0.128904 0.37 -0.06 0.07 -0.006
C -2.556599 1.674058 1.805673 -0.56 -0.62 0.37 -0.138
H -2.541958 1.298343 2.819865 0.14 -0.13 0.43 0.142
H -2.165214 3.526684 0.823392 -0.04 -0.02 0.02 0.138
H -3.871866 -0.246446 0.370728 0.46 -0.21 0.11 0.115
H 0.175959 3.694722 1.314290 -0.17 -0.18 0.09 0.142
H 1.673439 2.823089 0.080829 0.02 -0.30 -0.18 0.111
H -3.604606 1.763819 1.554253 -0.31 0.41 -0.05 0.139
H 0.075226 2.381262 2.514990 0.02 0.17 -0.29 0.155
H 1.180103 1.720562 -1.227817 -0.10 0.08 0.50 0.098
H -3.037578 -1.025543 1.757238 0.07 0.08 -0.53 0.117
H 3.840999 -2.700510 -0.207545 -0.15 0.76 -0.40 0.173
H -2.392909 -1.255192 0.064146 -0.56 0.41 0.60 0.080
H 1.901043 1.067347 0.309096 -0.08 0.39 -0.26 0.082
H -2.024209 3.535727 2.579600 0.02 0.16 -0.14 0.141

***

# 2
35
Properties=species:S:1:pos:R:3:forces:R:3:lowdin_charge:R:1 method="wB97M-V/def2-TZVPD" homo_energy_ev=-7.242 fmax_ev_per_a=7.210 homo_lumo_gap_ev=3.318
S -4.563001 3.680020 -0.166444 1.45 -2.03 0.47 0.455
F -4.845530 6.084410 -1.397955 -0.39 -1.05 0.64 0.076
F -6.211621 5.790864 0.285160 0.71 -0.81 -0.73 0.077
F -6.582944 4.773334 -1.615270 1.02 0.01 0.83 0.078
O -3.559213 4.243298 0.746583 -1.02 0.15 -0.77 -0.368
O -5.507618 2.774752 0.502392 0.30 1.14 -0.59 -0.364
O -3.976327 3.103795 -1.384266 -0.87 1.06 0.75 -0.358
N 3.319463 -2.438026 1.757081 7.17 0.70 0.22 0.149
N 4.191420 -2.583544 0.685455 -1.39 -0.68 0.20 -0.166
N 4.131322 -2.117408 2.847167 3.75 -0.36 -3.85 0.070
N 5.550241 -2.403364 0.892397 -3.22 1.10 5.92 0.148
C 2.650227 -1.510954 -1.040352 0.10 -0.82 -1.61 -0.166
C -5.586456 5.133038 -0.743765 -1.00 1.36 -0.52 -0.579
C 1.081392 -1.886194 -1.332972 -1.34 0.73 -0.31 -0.206
C 0.213356 0.605661 -0.056338 -3.89 -2.05 0.45 -0.043
C -0.016129 -0.932412 -0.575683 -3.43 1.94 2.10 -0.177
C -1.529479 -1.593447 -0.334648 0.33 2.80 0.99 -0.052
C 5.583743 -2.063117 2.370397 -3.81 -0.94 -2.24 0.076
C -1.062914 1.420108 0.651742 -1.14 -3.27 -0.95 -0.019
C -2.570637 0.739573 0.845839 3.21 -2.64 -1.82 -0.018
C -2.791892 -0.809990 0.358431 4.38 1.98 -0.77 -0.051
C 3.449693 -2.907558 -0.602906 -0.37 0.10 -1.46 -0.100
H 3.125664 -1.212304 -2.092895 -0.97 -0.43 2.44 0.125
H 0.887523 -1.767314 -2.503429 0.48 -0.31 2.54 0.130
H 6.552275 -1.811105 2.990611 -2.31 -0.61 -1.47 0.158
H 6.301958 -2.480855 0.172647 -1.11 0.04 0.63 0.196
H -1.705897 -2.716507 -0.691469 0.47 2.69 0.83 0.081
H 2.711836 -3.802290 -0.376931 1.57 2.06 -0.18 0.143
H 2.821774 -0.626047 -0.293879 -0.48 -1.95 -1.25 0.107
H 0.792380 -3.009302 -1.060212 0.85 2.42 -0.49 0.111
H 1.250720 1.131955 -0.185883 -2.29 -1.02 0.28 0.064
H -3.490356 1.311024 1.314918 2.24 -1.00 -1.14 0.091
H 4.167535 -3.283040 -1.472720 -1.21 0.96 2.21 0.147
H -0.966726 2.535201 1.039452 -0.07 -2.63 -1.09 0.095
H -3.815786 -1.372254 0.467746 2.28 1.35 -0.24 0.090

***

# 3
33
Properties=species:S:1:pos:R:3:forces:R:3:lowdin_charge:R:1 method="wB97M-V/def2-TZVPD" e_above_lowest_kj_mol=0.0 multiplicity=6 homo_energy_ev="-3.265 / -3.276" fmax_ev_per_a=4.988 charge=-1 s_squared=8.769 homo_lumo_gap_ev="6.223 / 6.233"
Sm -0.293651 -0.050492 -0.854468 0.44 2.48 0.54 1.508
F -0.210081 -1.166222 4.549514 0.20 -0.38 -0.46 0.114
F -0.606962 -2.422892 2.786505 0.60 0.54 0.60 0.139
F 1.455669 -2.035669 3.403510 -0.84 0.31 0.11 0.130
F -1.094573 1.432194 1.263195 -0.08 -0.97 1.43 0.019
F -1.478032 1.132612 3.418434 -0.10 -0.29 -0.44 0.146
F -2.112628 -0.392316 1.956809 0.80 0.91 0.52 0.127
O 0.616863 -0.650388 1.100035 -0.11 0.59 1.82 -0.289
N -1.735697 -1.383352 -1.651875 0.16 -0.54 0.12 -0.288
C 1.255787 0.805988 2.951235 0.29 0.21 0.21 0.005
C 0.907783 1.164905 -2.879458 -0.38 0.78 -0.17 -0.250
C 0.922596 -1.671314 -1.950438 0.92 0.60 -0.01 -0.341
C -0.162820 2.649167 -1.465006 0.26 -0.37 -0.63 -0.241
C 0.297672 -0.204036 2.361035 -0.42 -1.24 -0.91 -0.492
C 1.113316 2.098293 -1.814549 -0.76 0.21 -0.56 -0.221
C -1.115230 0.469610 2.308798 -0.38 0.13 -1.07 -0.477
C -0.488537 1.136569 -3.189155 0.51 1.01 0.01 -0.245
C -0.417147 -2.240313 -1.663790 -2.09 -4.45 -0.83 -0.522
C 0.221211 -1.476881 3.288967 0.00 0.22 -0.45 -0.504
C -1.154488 2.047056 -2.307030 0.72 0.13 -0.28 -0.242
H -2.535699 -2.013857 -1.569591 0.60 0.10 -0.27 -0.010
H -0.605627 -2.984547 -2.464524 -0.15 0.15 0.50 0.090
H 2.252562 0.360805 3.011284 -0.17 0.09 -0.02 0.098
H 2.078756 2.394838 -1.399683 -0.37 -0.22 -0.04 0.086
H 1.184398 -1.718617 -3.005434 0.14 0.03 0.05 0.021
H -0.956038 0.553666 -3.984831 0.16 0.09 0.51 0.094
H -2.221877 2.275187 -2.306533 0.38 -0.13 0.04 0.086
H 1.296641 1.684097 2.297290 0.00 -0.18 0.11 0.099
H 1.690821 0.594090 -3.380014 -0.39 0.23 0.25 0.085
H -0.367009 -2.835096 -0.723056 -0.08 0.23 -0.25 0.078
H 1.682556 -2.104654 -1.290925 -0.08 0.02 -0.25 0.025
H 0.910536 1.103203 3.945760 0.25 0.07 -0.06 0.090
H -0.331085 3.448361 -0.742012 -0.01 -0.38 -0.10 0.083

***

# 4
36
Properties=species:S:1:pos:R:3:forces:R:3:lowdin_charge:R:1 method="wB97M-V/def2-TZVPD" homo_energy_ev=-12.518 fmax_ev_per_a=2.661 charge=+1 homo_lumo_gap_ev=8.370
Hf 0.164047 1.330331 -0.448353 -0.92 0.04 -0.95 1.275
Te -1.020853 -0.543869 1.104447 -0.84 -0.81 0.14 0.789
P -1.514753 -0.603169 -1.298953 -0.97 -1.95 -0.08 0.201
O 3.705647 3.332031 4.060947 0.31 0.12 0.38 0.147
O -0.555453 4.948431 1.143847 0.08 -0.19 0.02 0.175
O -0.688053 2.990831 0.052447 -0.58 1.49 0.16 -0.162
O -0.999653 0.707731 -1.881353 -1.33 -0.65 -2.21 -0.372
O -0.743353 -1.759969 -2.021153 -0.41 0.74 0.03 -0.233
O 3.569047 -0.575269 0.383347 -0.13 0.14 0.07 0.166
O 1.768547 0.268231 -0.654053 1.70 -0.60 -0.32 -0.205
O -3.042053 -0.657569 -1.601153 0.49 0.40 -0.15 -0.223
N 1.467847 2.143731 0.912847 1.62 1.09 1.59 -0.053
C 2.544347 1.427431 1.259747 0.33 0.03 0.04 -0.125
C 3.317447 1.803931 2.335147 -0.08 -0.03 -0.10 0.127
C 1.843347 3.731931 2.613247 -0.18 -0.11 -0.23 0.114
C -0.336253 -3.047669 -1.501453 0.30 -0.57 0.26 -0.254
C 1.171447 -3.098669 -1.341553 -0.27 0.21 0.01 -0.053
C -4.280553 -2.629569 -2.318253 0.19 0.29 0.08 -0.049
C 1.109647 3.260731 1.546847 0.08 0.26 0.22 -0.126
C -0.155553 3.852031 0.892547 0.40 1.15 1.18 -0.509
C -3.912053 -1.725269 -1.160253 -0.44 -0.53 0.18 -0.244
C 2.961747 2.982031 3.035447 -0.66 -0.19 -0.80 -0.252
C 2.706647 0.244231 0.278147 1.17 -0.12 0.81 -0.522
H -3.391353 -3.019169 -2.804753 0.12 -0.13 -0.03 0.074
H 1.652847 -2.678369 -2.220653 0.05 -0.03 -0.10 0.094
H 3.406047 4.152131 4.482947 0.02 -0.14 -0.11 0.148
H -0.674353 -3.774669 -2.242453 -0.08 0.11 0.15 0.128
H 1.551347 4.647531 3.104347 -0.04 0.11 0.07 0.144
H -4.876053 -3.460869 -1.950853 -0.07 -0.06 0.02 0.091
H -4.855353 -2.080169 -3.058153 -0.07 0.02 -0.05 0.089
H 1.498447 -2.532369 -0.471053 0.03 0.00 0.01 0.059
H -3.422553 -2.281469 -0.350953 -0.08 0.09 -0.07 0.099
H 1.489547 -4.133269 -1.232953 0.00 -0.05 0.05 0.092
H -4.799753 -1.233069 -0.759853 0.19 -0.01 0.05 0.132
H 4.179847 1.239131 2.654747 0.05 -0.10 -0.08 0.149
H -0.839853 -3.227969 -0.542853 0.01 -0.02 -0.23 0.091

***

# 5
35
Properties=species:S:1:pos:R:3:forces:R:3:lowdin_charge:R:1 method="wB97M-V/def2-TZVPD" homo_energy_ev=0.350 fmax_ev_per_a=3.948 charge=-2 homo_lumo_gap_ev=2.032
S -4.010362 -2.567081 -3.426121 0.79 0.54 0.82 0.881
S 3.157938 1.724097 4.942126 0.47 -0.11 0.49 0.134
O 3.601538 3.036188 5.477740 -0.07 0.30 -0.08 -0.505
O 1.201859 -1.069723 2.427031 1.50 1.30 -2.47 -0.038
O 1.681498 1.724183 4.748876 -0.85 0.03 -0.32 -0.505
O 3.813579 1.468074 3.630314 0.05 -0.14 -0.71 -0.505
O 3.529120 0.655182 5.901863 -0.02 -0.21 0.08 -0.497
O 3.185952 -2.081145 2.182829 -0.72 0.86 -0.55 0.047
N 0.257180 -0.595429 -3.287375 -0.99 0.48 1.51 -0.038
N -2.496856 -1.948805 -3.781332 -0.97 0.20 3.82 -0.248
N -4.231156 -2.333375 -1.779858 3.38 1.36 -1.33 -0.263
C 2.490380 -1.147048 1.858612 0.16 -1.96 1.57 -0.297
C -1.378781 -0.621719 0.309707 -1.68 -1.23 -1.94 -0.137
C 0.492450 0.128674 2.023559 -0.72 1.55 1.71 -0.200
C 0.551283 0.879480 -3.278802 -0.02 0.46 -0.86 -0.273
C -0.733824 -0.849742 -2.220543 -0.18 -0.09 2.61 -0.203
C -0.415346 -0.444282 -0.839714 -2.04 -1.32 -1.96 0.046
C -3.039242 -1.705908 -1.389332 0.76 0.27 -0.14 -0.319
C -0.744904 1.785738 -3.219679 0.61 -0.03 0.73 -0.104
C -2.675962 -1.234021 -0.011014 1.57 0.49 -0.47 0.011
C -2.044609 -1.509534 -2.529352 -0.19 0.29 0.36 -0.272
C -1.037603 -0.153242 1.776908 0.20 -0.16 -0.93 -0.110
H 2.910293 -0.445169 1.088333 -1.24 0.22 0.79 0.150
H -1.417927 -0.919245 2.517954 0.50 0.83 -0.85 0.129
H -0.415073 2.831748 -3.478923 -0.56 -1.05 -0.06 0.073
H 0.545553 0.857643 2.915053 0.31 -0.98 -1.03 0.123
H 1.108840 -1.069466 -2.966599 -0.33 0.17 -0.38 0.107
H 1.041277 1.102005 -4.276807 -0.28 -0.21 1.21 0.107
H -1.614056 0.805426 1.960478 0.72 -1.01 -0.17 0.128
H 0.999204 0.671422 1.172892 -0.55 -0.75 0.80 0.110
H 0.588599 0.033128 -0.715183 -1.17 -0.56 0.17 0.100
H -1.179868 1.860650 -2.177765 0.51 -0.28 -1.17 0.074
H -1.536991 1.377093 -3.899663 0.77 0.55 0.43 0.078
H 1.267690 1.123234 -2.444482 -0.70 0.10 -0.83 0.106
H -3.451676 -1.369030 0.788272 0.97 0.13 -0.82 0.109

***

# 6
29
Properties=species:S:1:pos:R:3:forces:R:3:lowdin_charge:R:1 method="wB97M-V/def2-TZVPD" smiles="Sc1cnc2ccccc2n1.CNC(C)=O" e_above_lowest_kj_mol=7.2 homo_energy_ev=-9.195 fmax_ev_per_a=0.493 homo_lumo_gap_ev=8.752
S -0.351081 1.215426 1.412352 -0.14 -0.15 0.16 0.793
O -5.089246 -0.942842 -1.746846 0.01 0.00 0.00 0.035
N 1.723503 1.428357 -0.257398 0.05 0.02 0.06 0.115
N 3.162812 -0.615789 1.031599 0.02 -0.06 0.05 0.132
N -5.546410 -1.235976 0.430455 -0.01 -0.01 0.06 0.003
C 2.961973 1.062291 -0.693781 0.02 -0.31 0.25 -0.211
C 4.753259 1.334563 -2.259903 0.11 0.03 -0.02 -0.073
C 1.259964 0.804396 0.782695 0.16 -0.04 0.00 -0.652
C -3.276010 -0.581287 -0.226542 -0.03 -0.01 -0.06 -0.030
C 4.951684 -0.343562 -0.539683 0.17 -0.09 0.10 -0.022
C 3.685132 0.025650 -0.051741 -0.45 0.20 0.00 -0.217
C 1.990767 -0.232950 1.441743 -0.01 0.13 -0.18 -0.146
C -4.700416 -0.930900 -0.592791 0.03 0.00 0.01 -0.554
C 3.521384 1.707687 -1.812858 -0.03 0.10 -0.02 -0.020
C 5.476989 0.305083 -1.614537 0.04 0.16 -0.28 -0.074
C -5.261818 -1.269976 1.850342 -0.08 -0.01 -0.11 -0.082
H -2.733660 -0.360619 -1.140172 -0.02 0.00 -0.02 0.083
H 6.454319 0.038106 -1.992401 0.02 -0.05 0.02 0.104
H 2.950013 2.494287 -2.285107 -0.02 0.02 -0.03 0.115
H -6.480374 -1.460149 0.125977 -0.01 0.00 -0.01 0.137
H -3.241371 0.292458 0.423613 0.03 -0.01 0.03 0.058
H 1.566022 -0.709693 2.317762 0.01 -0.03 -0.01 0.101
H 5.185048 1.839543 -3.113210 0.04 -0.03 -0.03 0.105
H -0.113240 2.517482 1.581769 0.05 0.13 -0.11 -0.130
H -5.890007 -0.560796 2.392422 0.02 0.01 0.01 0.082
H -4.224462 -1.006692 2.027538 0.02 0.00 0.02 0.068
H -5.435084 -2.266504 2.260611 0.03 0.00 0.01 0.082
H 5.491473 -1.133973 -0.037541 -0.03 -0.04 0.05 0.115
H -2.791164 -1.413621 0.285631 0.02 0.03 0.03 0.084